Entry 1:
A molecular structure, C39H41N3OSi in a non-equilibrium geometry. Source: the Open Molecules 2025 dataset; level of theory: ωB97M-V with the def2-TZVPD basis set.

## Properties
* highest occupied orbital energy: -6.779 eV
* frontier orbital gap: 5.87 eV
* spin multiplicity: 1

Each line ends with the Löwdin charge.
Geometry (Å):
C: -1.2139 -1.5285 -2.5356  -0.043
C: -0.4033 -2.8201 -2.6245  -0.269
C: 0.9518 -2.5357 -3.0782  -0.246
N: 2.0209 -2.2628 -3.4675  0.197
C: -1.0810 -3.7842 -3.5961  -0.151
C: -2.4215 -3.5850 -3.9774  -0.014
C: -2.9713 -4.3107 -5.0253  -0.015
C: -2.2540 -5.3550 -5.6137  -0.231
C: -2.8819 -6.1100 -6.6637  -0.170
N: -3.4519 -6.6873 -7.5096  0.154
C: -0.9576 -5.6363 -5.1652  -0.005
C: -0.3790 -4.8639 -4.1556  -0.002
H: -2.1382 -1.6864 -1.9675  0.100
H: -0.6421 -0.7421 -2.0442  0.064
H: -1.4528 -1.1818 -3.5510  0.107
H: -3.0437 -2.8213 -3.5041  0.112
H: -3.9718 -4.0701 -5.3901  0.127
H: -0.3953 -6.4552 -5.6144  0.125
H: 0.6352 -5.0868 -3.8204  0.107
C: -3.2003 4.5283 2.3160  -0.152
Si: -1.4841 4.9662 1.7498  0.390
C: -1.5390 6.2758 0.4313  -0.155
C: -0.4131 5.4967 3.1748  -0.146
O: -0.7918 3.6516 1.0056  -0.163
C: -0.1844 2.4113 1.3188  -0.335
C: 1.3524 2.5614 1.3827  -0.152
C: 1.9917 3.6599 0.8050  -0.039
C: 3.3876 3.7054 0.7672  -0.072
C: 4.1386 2.6672 1.3188  -0.084
C: 3.4989 1.5898 1.9355  -0.067
C: 2.1034 1.5454 1.9838  -0.057
C: -0.8123 1.8561 2.6020  -0.149
C: -0.1894 2.0809 3.8320  -0.043
C: -0.7920 1.6277 5.0104  -0.064
C: -2.0425 1.0102 4.9648  -0.081
C: -2.7015 0.8651 3.7390  -0.071
C: -2.0983 1.3172 2.5606  -0.066
C: -0.4792 1.5304 0.0541  -0.178
C: 0.1599 2.1228 -1.2154  -0.110
C: 1.3951 1.2877 -1.5412  -0.124
C: 1.3102 0.0077 -0.6870  -0.111
N: 0.0801 0.1585 0.1176  -0.051
C: -0.6649 -0.8739 0.5520  -0.086
C: -0.4253 -2.2423 0.3832  -0.135
C: 0.2061 -2.9910 -0.6275  -0.131
C: 1.4105 -3.7105 -0.2569  -0.201
C: 1.9588 -4.7369 -1.0676  -0.039
C: 3.0455 -5.4915 -0.6354  -0.087
C: 3.6300 -5.2484 0.6160  -0.103
C: 3.1132 -4.2365 1.4362  -0.093
C: 2.0477 -3.4612 0.9962  -0.036
H: -3.7160 5.4538 2.6123  0.038
H: -3.7709 4.0607 1.5028  0.041
H: -3.1992 3.8450 3.1737  0.028
H: -2.0540 7.1673 0.8163  0.037
H: -0.5264 6.5666 0.1229  0.034
H: -2.0800 5.9172 -0.4541  0.039
H: -0.6690 6.5386 3.4191  0.038
H: -0.5836 4.8785 4.0656  0.029
H: 0.6535 5.4503 2.9165  0.036
H: 1.4015 4.4801 0.3869  0.115
H: 3.8750 4.5625 0.2996  0.107
H: 5.2283 2.6973 1.2744  0.104
H: 4.0655 0.7780 2.3950  0.109
H: 1.5912 0.7346 2.5123  0.126
H: 0.7601 2.6194 3.8730  0.123
H: -0.2743 1.7669 5.9612  0.108
H: -2.5158 0.6503 5.8794  0.104
H: -3.6914 0.4077 3.6820  0.108
H: -2.6412 1.2742 1.6115  0.117
H: -1.5728 1.4570 -0.0761  0.145
H: -0.5858 1.9935 -2.0098  0.116
H: 0.3594 3.1924 -1.1265  0.106
H: 1.4272 1.0351 -2.6087  0.111
H: 2.3211 1.8247 -1.3098  0.104
H: 1.3009 -0.9023 -1.3001  0.080
H: 2.1880 -0.0761 -0.0249  0.118
H: -1.5443 -0.6020 1.1442  0.108
H: -0.8217 -2.8362 1.2266  0.116
H: -0.4792 -3.5279 -1.4181  0.117
H: 1.4946 -4.9514 -2.0336  0.080
H: 3.4482 -6.2865 -1.2696  0.103
H: 4.4645 -5.8531 0.9684  0.095
H: 3.5306 -4.0553 2.4290  0.102
H: 1.6561 -2.6691 1.6405  0.103


Entry 2:
A molecular structure, C39H41NO2OsP2 in a non-equilibrium geometry. Source: the Open Molecules 2025 dataset; level of theory: ωB97M-V with the def2-TZVPD basis set.

## Properties
* highest occupied orbital energy (alpha / beta): -13.058 / -13.460 eV
* energy above the lowest of the compared OMol25 structures with the same formula, charge and spin: 0.0 kJ/mol
* total charge: +2
* frontier orbital gap (alpha / beta): 7.02 / 5.08 eV
* spin multiplicity: 5

Each line ends with the Löwdin charge.
Geometry (Å):
Os: 0.0636 0.0974 3.9641  1.611
C: -1.9319 -0.3047 5.0295  -0.161
C: -1.9311 -0.5603 3.6361  -0.287
C: -2.7166 0.3841 2.7258  -0.181
C: -1.9533 1.6599 2.3581  -0.167
C: -0.5321 1.7744 2.9246  -0.296
C: -0.3357 2.1179 4.3042  -0.264
C: -1.5031 2.2652 5.2460  -0.149
C: -2.2981 1.0012 5.6780  -0.134
C: 2.0304 -0.0600 3.8829  -0.237
H: -1.9222 -1.1935 5.6760  0.120
H: -1.8098 -1.6074 3.3162  0.121
H: -3.6666 0.6874 3.1958  0.133
H: -2.9785 -0.1514 1.8070  0.080
H: -1.8730 1.7773 1.2589  0.124
H: -2.5187 2.5363 2.7268  0.123
H: 0.2742 1.9866 2.2034  0.119
H: 0.5051 2.7725 4.5588  0.127
H: -2.2231 2.9741 4.8335  0.124
H: -1.0945 2.7557 6.1403  0.123
H: -2.1101 0.8309 6.7551  0.125
H: -3.3832 1.1995 5.5661  0.144
H: 2.3332 -0.9254 4.5157  0.050
H: 2.5763 0.8383 4.2205  0.054
H: 2.2308 -0.2593 2.8092  0.036
P: -0.2169 -1.8458 -3.3079  1.073
P: 1.6224 0.4106 -3.5822  1.086
C: -0.9829 -0.3113 -3.8513  -0.296
C: -0.0653 0.6444 -4.2094  -0.317
C: -0.7541 -3.0550 -4.5763  -0.379
C: -1.8742 -2.8377 -5.3854  -0.086
C: -2.3040 -3.8330 -6.2743  -0.057
C: -1.5804 -5.0202 -6.4352  -0.045
C: -0.3813 -5.1706 -5.7189  -0.061
C: 0.0394 -4.1995 -4.8050  -0.091
C: -1.2430 -2.1136 -1.8023  -0.349
C: -0.9184 -1.2765 -0.7227  -0.097
C: -1.6045 -1.4209 0.4705  -0.102
C: -2.6571 -2.3417 0.5834  -0.059
C: -2.9844 -3.1788 -0.4905  -0.042
C: -2.2590 -3.0739 -1.6833  -0.053
C: 2.4699 0.9823 -5.1423  -0.354
C: 2.3696 0.1246 -6.2498  -0.102
C: 2.7566 0.5756 -7.5095  -0.062
C: 3.3112 1.8475 -7.6833  -0.049
C: 3.5018 2.6531 -6.5599  -0.055
C: 3.1201 2.2151 -5.2846  -0.066
C: 1.8168 1.9055 -2.5319  -0.397
C: 3.0206 2.0361 -1.8127  -0.110
C: 3.3107 3.2390 -1.1720  -0.065
C: 2.3695 4.2820 -1.2153  -0.059
C: 1.1350 4.1264 -1.8634  -0.058
C: 0.8475 2.9150 -2.4995  -0.088
H: -2.0773 -0.1933 -3.8764  0.100
H: -0.2627 1.4481 -4.9402  0.109
H: -2.4108 -1.8922 -5.3130  0.097
H: -3.2120 -3.6744 -6.8536  0.115
H: -1.9188 -5.8002 -7.1299  0.123
H: 0.2336 -6.0563 -5.8817  0.115
H: 0.9785 -4.3190 -4.2553  0.108
H: -0.1370 -0.5136 -0.7785  0.101
H: -1.2793 -0.7837 1.2946  0.060
H: -3.2259 -2.4070 1.5092  0.110
H: -3.7967 -3.9049 -0.3959  0.122
H: -2.4816 -3.7245 -2.5281  0.112
H: 1.9735 -0.8842 -6.1185  0.103
H: 2.6065 -0.0674 -8.3684  0.112
H: 3.5538 2.2148 -8.6829  0.120
H: 3.9234 3.6486 -6.6761  0.115
H: 3.3115 2.8405 -4.4105  0.104
H: 3.7154 1.1952 -1.7772  0.111
H: 4.2699 3.3628 -0.6621  0.117
H: 2.6131 5.2416 -0.7594  0.114
H: 0.3984 4.9375 -1.8956  0.118
H: -0.1202 2.7663 -2.9828  0.098
O: 1.3899 1.9648 6.5861  0.073
C: 1.0006 0.8396 6.8860  -0.437
C: 1.0004 0.2502 8.3060  -0.064
C: 0.6436 -1.2118 8.1363  -0.066
C: 0.3069 -1.3757 6.6533  -0.471
O: -0.1169 -2.3919 6.1115  0.063
N: 0.5209 -0.1505 6.0313  -0.031
H: 1.9943 0.3829 8.7562  0.138
H: 0.2417 0.7792 8.9045  0.137
H: 1.4853 -1.8766 8.3560  0.138
H: -0.2198 -1.5204 8.7381  0.137


Q: Which formula does entry 2 have?
A: C39H41NO2OsP2


Q: What is the formula in the second record?
A: C39H41NO2OsP2